{"formula": "C13H35N3O15S2", "method": "wB97M-V/def2-TZVPD", "species": ["N", "H", "H", "H", "H", "N", "H", "H", "H", "H", "N", "H", "H", "H", "H", "C", "O", "H", "H", "H", "C", "C", "C", "O", "C", "O", "O", "H", "H", "H", "H", "H", "H", "C", "C", "C", "O", "C", "O", "O", "H", "H", "H", "H", "H", "H", "C", "C", "O", "S", "O", "O", "O", "H", "H", "H", "H", "C", "C", "O", "S", "O", "O", "O", "H", "H", "H", "H"], "xyz": [[3.480, -1.204, -2.249], [3.959, -2.064, -1.971], [4.146, -0.546, -2.648], [3.025, -0.721, -1.415], [2.717, -1.398, -2.902], [2.342, 2.553, -2.620], [2.135, 2.002, -1.723], [2.161, 3.518, -2.317], [1.749, 2.272, -3.396], [3.344, 2.405, -2.688], [4.344, 0.503, 0.940], [5.026, 0.956, 0.322], [3.434, 0.578, 0.392], [4.414, 0.970, 1.848], [4.626, -0.476, 1.015], [0.601, 0.415, -0.439], [1.982, 0.583, -0.632], [0.175, 0.714, 0.526], [0.100, 0.943, -1.262], [0.234, -0.623, -0.469], [-2.414, -1.661, 3.195], [-1.980, -0.421, 2.422], [-2.908, 0.051, 1.303], [-3.166, 1.416, 1.674], [-2.479, 1.743, 2.775], [-2.412, 2.856, 3.213], [-1.918, 0.662, 3.318], [-1.694, -1.943, 3.966], [-2.469, -2.568, 2.585], [-3.374, -1.517, 3.692], [-1.000, -0.718, 2.025], [-3.736, -0.645, 1.180], [-2.322, 0.128, 0.386], [3.156, 4.228, 2.041], [1.936, 3.744, 2.802], [0.866, 3.012, 1.969], [0.613, 1.834, 2.697], [1.441, 1.732, 3.747], [1.488, 0.831, 4.530], [2.340, 2.716, 3.705], [3.741, 4.876, 2.691], [2.788, 4.866, 1.229], [3.747, 3.444, 1.570], [1.430, 4.539, 3.353], [1.155, 2.800, 0.932], [0.009, 3.687, 1.908], [-1.843, -1.393, -4.438], [-1.575, -0.639, -3.107], [-2.797, -0.009, -2.726], [-4.006, -0.321, -3.752], [-4.589, 0.919, -4.189], [-4.840, -1.393, -3.286], [-3.057, -0.889, -4.930], [-1.837, -2.465, -4.231], [-1.063, -1.219, -5.179], [-0.825, 0.148, -3.143], [-1.373, -1.405, -2.359], [-1.082, -4.553, 0.467], [-0.881, -3.094, 0.090], [-2.078, -2.653, -0.528], [-3.055, -3.901, -0.994], [-3.202, -3.940, -2.408], [-4.206, -3.932, -0.149], [-1.969, -5.039, -0.532], [-1.607, -4.613, 1.423], [-0.186, -5.152, 0.332], [-0.039, -2.986, -0.599], [-0.725, -2.544, 1.018]], "forces_ev_per_angstrom": [[-0.2, 0.1, 0.7], [-0.1, 0.0, -0.2], [0.0, -0.3, -0.3], [-0.7, 0.4, 0.0], [0.2, -0.1, -0.1], [-0.1, 0.4, 2.2], [-0.5, -1.1, -0.1], [0.0, 0.1, -0.7], [0.2, 0.0, -0.2], [0.0, 0.3, -1.0], [0.8, 0.1, -1.1], [0.2, 0.0, 0.4], [-1.2, 0.1, 0.7], [-0.6, -0.1, 0.1], [-0.1, 0.0, 0.4], [-0.9, -0.4, -0.2], [2.2, 0.0, -0.2], [0.5, 0.6, -0.1], [-0.4, 0.0, 0.3], [0.5, -0.1, -0.4], [-0.2, -0.4, 0.3], [-0.1, -2.0, 0.5], [1.4, 0.3, 0.0], [-0.8, -0.5, -0.7], [-0.4, 1.1, 0.5], [0.2, -0.7, -0.3], [0.7, 0.0, 0.3], [0.1, 0.5, 0.1], [-0.3, 0.3, -0.4], [0.0, 0.0, -0.1], [0.3, 0.9, 0.1], [-0.6, 0.7, 0.0], [-0.4, -0.3, -0.3], [-0.9, 1.1, -0.1], [0.1, -0.8, -0.6], [0.1, 1.4, -0.2], [-0.9, -0.3, -0.5], [0.6, -1.2, 0.6], [-0.4, 0.4, -0.7], [0.7, 0.8, 0.5], [0.4, -0.2, -0.1], [0.1, 0.1, 0.0], [0.0, -0.2, 0.3], [0.4, 0.1, 0.1], [0.3, -0.3, 0.2], [-0.4, -0.6, 0.1], [0.8, 0.2, 0.4], [-0.6, -0.7, 0.0], [-0.3, 0.0, -0.2], [-1.6, 0.0, -0.8], [1.0, -1.4, 0.6], [1.2, 1.2, 0.0], [-0.3, 0.3, 0.0], [-0.6, 0.0, -0.1], [-0.1, 0.2, -0.1], [0.2, -0.1, -0.2], [0.4, 0.3, 0.2], [-0.9, 0.1, -0.5], [0.3, -0.3, 0.4], [-0.6, -0.2, -0.3], [0.1, -0.8, 0.9], [0.6, 0.2, 0.6], [1.1, 0.2, -0.4], [-1.1, 0.4, -1.1], [0.5, -0.3, 0.2], [0.0, 0.0, 0.6], [0.0, 0.2, -0.1], [0.1, 0.3, -0.3]], "mol_weight_g_mol": 537.56, "largest_force_ev_per_a": 2.280, "charge": 2, "homo_lumo_gap_ev": 6.76, "e_above_lowest_ev": 0.000}